1.
{
  "formula": "C5H9NS",
  "method": "wB97M-V/def2-TZVPD",
  "homo_ev": -8.417,
  "gap_ev": 8.3279,
  "smiles": "C=CCC=S.C=N",
  "e_above_lowest_kcal_mol": 79.97,
  "charge": 0,
  "energy_ha": -648.7257,
  "spin_multiplicity": 1,
  "elements": ["C", "C", "C", "C", "C", "N", "S", "H", "H", "H", "H", "H", "H", "H", "H", "H"],
  "xyz": [[0.33364, -1.44844, -0.90955], [-1.99175, 1.85826, -0.27996], [1.39527, -1.59573, -0.11021], [1.26875, -0.97686, 1.29398], [2.22486, 0.16099, 1.35690], [-0.98565, 1.17458, -0.19137], [2.86860, 0.96217, 0.09156], [0.43556, -1.73149, -2.03776], [-0.72047, -0.97718, -0.66337], [-2.95354, 1.51448, -0.13494], [-2.08177, 2.90418, -0.65913], [2.34920, -1.94775, -0.39282], [1.52688, -1.60577, 2.19170], [0.20973, -0.60233, 1.42469], [2.86151, 0.42294, 2.34307], [-0.09839, 1.51546, -0.60391]],
  "lowdin_charge": [-0.0489, -0.1413, -0.2523, -0.2959, -0.6630, 0.0337, 0.6543, 0.0805, 0.0728, 0.0336, 0.0780, 0.0757, 0.1173, 0.1124, 0.0848, 0.0583]
}


2.
{
  "formula": "C4H33NO12",
  "method": "wB97M-V/def2-TZVPD",
  "homo_ev": -9.688,
  "gap_ev": 9.5469,
  "smiles": "C[C@H](O)[C@@H](C)N.O.O.O.O.O.O.O.O.O.O.O",
  "e_above_lowest_kcal_mol": 40.14,
  "charge": 0,
  "energy_ha": -1129.8405,
  "spin_multiplicity": 1,
  "elements": ["C", "C", "C", "C", "O", "N", "H", "H", "H", "H", "H", "H", "H", "H", "H", "H", "H", "H", "H", "O", "H", "H", "O", "H", "H", "O", "H", "H", "O", "H", "H", "O", "H", "H", "O", "H", "H", "O", "H", "H", "O", "H", "H", "O", "H", "H", "O", "H", "H", "O"],
  "xyz": [[0.60139, 2.06751, -1.08974], [-0.14793, 0.71772, -1.09247], [-1.51661, 0.76976, -0.34689], [-2.26787, 2.07541, -0.49356], [-1.18484, 0.63854, 1.04725], [0.60733, -0.42788, -0.57180], [0.40385, 2.77316, -0.28439], [0.46169, 2.55009, -2.05611], [1.67448, 1.84203, -1.07751], [-0.43578, 0.50010, -2.12040], [-2.14910, -0.03125, -0.71147], [-2.37427, 2.43094, -1.52565], [-1.77546, 2.82438, 0.13014], [-3.34045, 2.03744, -0.26030], [-1.54500, -0.21030, 1.39772], [0.47468, -0.52416, 0.42797], [1.60574, -0.41358, -0.71032], [1.94031, 1.87387, 1.39564], [0.48535, 1.33492, 1.46146], [1.23025, 1.65166, 2.00916], [0.46019, -1.06499, -2.74246], [0.17433, -2.52756, -2.98216], [0.27847, -1.69124, -3.45895], [3.24331, 0.28309, -2.82742], [3.50418, -1.21838, -2.43239], [3.72778, -0.30103, -2.22394], [-1.57493, 0.42393, -4.69711], [-1.27804, -0.78064, -3.86252], [-1.83678, 0.02723, -3.86027], [4.40448, 0.46129, 0.46284], [3.48703, 0.06232, -0.58610], [3.44943, 0.39948, 0.34420], [1.05593, -0.19577, 2.91560], [2.25268, -0.54834, 2.00390], [1.50738, -0.93492, 2.48635], [1.43592, -2.75173, 1.94767], [0.59111, -3.88889, 2.61134], [0.91940, -3.55080, 1.77976], [0.03188, 4.18994, 2.88783], [-0.10748, 2.77428, 2.42702], [-0.65217, 3.53203, 2.74152], [0.48757, -3.03946, -0.49675], [-0.46887, -4.26541, -0.82219], [-0.16279, -3.39664, -1.11215], [-0.96094, -2.19133, 0.86490], [-2.03991, -2.10062, -0.21642], [-1.88007, -1.93371, 0.71406], [-3.00956, 1.33292, 3.27752], [-3.46035, 1.22465, 1.90466], [-3.84199, 1.30857, 2.78717]],
  "lowdin_charge": [-0.0343, -0.3532, -0.3530, -0.0319, -0.1010, 0.0662, 0.0731, 0.0821, 0.0612, 0.0889, 0.1312, 0.0922, 0.0797, 0.0864, 0.0896, 0.0366, 0.0399, 0.0484, 0.0094, -0.0700, 0.0020, 0.0270, -0.0656, 0.0794, 0.0780, -0.0329, 0.0381, 0.0047, -0.0791, 0.0603, -0.0110, -0.0804, 0.0490, 0.0238, -0.0656, 0.0009, 0.0473, -0.0545, 0.0272, -0.0170, -0.0798, 0.0124, 0.0670, -0.0606, 0.0135, 0.0462, -0.0444, 0.0329, -0.0031, -0.0570]
}


3.
{
  "formula": "C3H6P2",
  "method": "wB97M-V/def2-TZVPD",
  "homo_ev": -8.716,
  "gap_ev": 9.0429,
  "smiles": "[PH2]#P=C1CC1",
  "e_above_lowest_kcal_mol": 48.38,
  "charge": 0,
  "energy_ha": -800.4862,
  "spin_multiplicity": 1,
  "elements": ["C", "C", "C", "P", "P", "H", "H", "H", "H", "H", "H"],
  "xyz": [[0.40806, 0.46854, 0.11287], [1.41228, 0.36826, 1.18503], [0.22134, -0.56313, 1.33823], [-0.12062, 1.06928, -1.35164], [-1.67809, -0.41330, -1.69658], [2.36987, 0.14174, 0.90331], [1.26354, 1.14465, 1.91584], [-0.72795, -0.41144, 1.96163], [0.58925, -1.57029, 1.13000], [-1.19252, -0.60781, -3.08398], [-2.54515, 0.37351, -2.41473]],
  "lowdin_charge": [-0.6695, -0.2109, -0.1388, 0.5804, 0.4259, 0.0755, 0.0957, 0.1206, 0.0800, -0.1400, -0.2189]
}


4.
{
  "formula": "C22H24BeN4O3S",
  "method": "wB97M-V/def2-TZVPD",
  "homo_ev": -13.316,
  "gap_ev": 5.4109,
  "e_above_lowest_kcal_mol": 0.00,
  "charge": 2,
  "energy_ha": -1710.0103,
  "spin_multiplicity": 1,
  "elements": ["C", "C", "H", "H", "C", "C", "H", "H", "C", "H", "H", "H", "C", "H", "H", "H", "Be", "O", "C", "O", "C", "O", "N", "C", "C", "H", "H", "H", "H", "C", "C", "H", "H", "H", "N", "C", "C", "C", "C", "C", "C", "N", "C", "C", "C", "S", "C", "N", "H", "H", "H", "H", "H", "H", "H"],
  "xyz": [[-0.58441, 3.34289, -5.73449], [-0.69437, 3.00947, -7.18569], [0.13561, 4.17783, -5.68671], [-1.55595, 3.75192, -5.39802], [-1.24389, 1.82724, -7.65521], [-1.85969, 0.83203, -6.90610], [-2.39596, 1.00601, -5.99334], [-2.12803, -0.07224, -7.46495], [-0.24994, 4.06440, -8.14503], [0.11244, 4.92649, -7.57855], [-1.07472, 4.42952, -8.77544], [0.55915, 3.76846, -8.83320], [-1.30852, 1.65352, -9.17290], [-0.34528, 1.79384, -9.67304], [-2.01248, 2.37325, -9.61665], [-1.67190, 0.65624, -9.42764], [-0.49028, 1.10322, -0.24614], [-0.26743, 1.24339, -1.83695], [-1.22998, 1.22545, -2.69875], [-2.06501, 1.03344, 0.10417], [-2.83854, 0.79220, -0.87009], [-4.08997, 0.45739, -0.69206], [-2.49458, 0.85106, -2.18840], [-4.71472, 0.26001, -2.01655], [-3.67861, 0.62697, -3.03465], [-5.58808, 0.91994, -2.07888], [-4.99202, -0.79332, -2.11532], [-3.93745, 1.55989, -3.54076], [-3.48206, -0.16113, -3.76661], [-1.21836, 1.56987, -4.04872], [-0.13206, 2.31552, -4.72108], [-2.20051, 1.59489, -4.50265], [0.40652, 2.87718, -3.92518], [0.60447, 1.64710, -5.19683], [1.38917, -0.17420, 2.79555], [0.67172, -1.36938, 2.71292], [0.44946, -2.32876, 3.68314], [-0.55159, -3.28421, 3.41778], [-1.31944, -3.21236, 2.23946], [-1.11052, -2.19900, 1.28808], [-0.09173, -1.27230, 1.52782], [0.19024, -0.05230, 0.91690], [1.05534, 0.59797, 1.72757], [1.25062, 1.99219, 1.45046], [2.03418, 2.98879, 1.99618], [1.74201, 4.48363, 1.16009], [0.59005, 3.70056, 0.13313], [0.43795, 2.41091, 0.40500], [2.00878, 0.11406, 3.54356], [1.03679, -2.31630, 4.60240], [-0.75026, -4.07981, 4.14002], [-2.09957, -3.95903, 2.07460], [-1.71450, -2.09377, 0.38797], [2.70413, 2.84813, 2.83422], [0.06861, 4.20094, -0.67869]],
  "lowdin_charge": [-0.1318, -0.1048, 0.1282, 0.1667, -0.2382, 0.2605, 0.0555, 0.1123, 0.0066, 0.0946, 0.1255, 0.1281, -0.0324, 0.0938, 0.1078, 0.0882, 0.1393, 0.0153, -0.3296, 0.1161, -0.3847, 0.1236, 0.0766, -0.0418, -0.0899, 0.1464, 0.1440, 0.1343, 0.1435, -0.0656, -0.1939, 0.0383, 0.1313, 0.1342, 0.2024, -0.1647, 0.0057, -0.0468, -0.0536, 0.0056, -0.1677, 0.1603, -0.1802, -0.2496, -0.2619, 1.1185, -0.3303, 0.0083, 0.1828, 0.1242, 0.1186, 0.1155, 0.1126, 0.0957, 0.1064]
}


| no. | F_max (eV Å⁻¹) | M (u) |
| --- | --- | --- |
| 1 | 4.18 | 115.2 |
| 2 | 1.11 | 287.3 |
| 3 | 4.74 | 104.0 |
| 4 | 2.63 | 433.5 |